(1)
Computed, not measured: C34H43BrF4N2O3PS2SiTl as an isolated structure, with the ωB97M-V functional and the def2-TZVPD basis.

```
92
C34H43BrF4N2O3PS2SiTl, DFT the ωB97M-V functional and the def2-TZVPD basis
Tl -0.38 0.04 -0.53
F -2.79 7.94 -0.05
C -2.00 6.89 0.01
C -0.63 7.07 0.05
F -0.11 8.28 0.03
C 0.19 5.96 0.12
F 1.51 6.18 0.19
C -0.30 4.66 0.15
P 0.78 3.19 0.17
C 1.78 3.43 1.67
C 3.00 2.76 1.81
C 3.70 2.83 3.01
C 3.20 3.56 4.08
C 1.98 4.21 3.95
C 1.28 4.15 2.75
C 1.94 3.48 -1.23
C 3.14 4.19 -1.15
C 3.93 4.38 -2.28
C 3.53 3.86 -3.51
C 2.34 3.15 -3.61
C 1.55 2.97 -2.47
C -1.70 4.51 0.12
Br -2.55 2.82 0.19
C -2.53 5.61 0.05
F -3.85 5.48 0.03
H 3.40 2.20 0.98
H 4.66 2.33 3.11
H 3.75 3.62 5.00
H 1.59 4.78 4.77
H 0.34 4.68 2.66
H 3.45 4.62 -0.20
H 4.83 4.97 -2.20
H 4.13 4.05 -4.40
H 2.01 2.77 -4.56
H 0.61 2.45 -2.57
C -3.75 0.10 -1.17
C -3.69 -0.94 -0.06
C -3.82 -0.31 1.31
C -4.75 -2.01 -0.29
O -2.34 -1.52 -0.13
Si -1.88 -3.08 0.17
S 0.29 -2.86 0.17
O -2.28 -4.14 -0.96
C -1.97 -4.35 -2.36
C -1.44 -3.07 -2.99
C -0.92 -5.45 -2.42
C -3.26 -4.79 -3.02
O -2.38 -3.50 1.63
C -2.47 -4.75 2.38
C -1.21 -5.57 2.16
C -2.62 -4.35 3.83
C -3.70 -5.49 1.88
H -4.72 0.60 -1.16
H -3.62 -0.37 -2.15
H -2.98 0.86 -1.04
H -4.78 0.22 1.40
H -3.02 0.42 1.48
H -3.77 -1.07 2.09
H -5.74 -1.55 -0.27
H -4.72 -2.77 0.50
H -4.61 -2.50 -1.25
H -0.48 -2.78 -2.54
H -2.16 -2.25 -2.85
H -1.29 -3.22 -4.06
H -0.03 -5.16 -1.86
H -0.63 -5.65 -3.45
H -1.32 -6.38 -1.99
H -3.99 -3.97 -3.00
H -3.68 -5.64 -2.50
H -3.08 -5.07 -4.06
H -0.33 -5.01 2.46
H -1.11 -5.86 1.11
H -1.25 -6.48 2.76
H -1.74 -3.80 4.17
H -2.73 -5.23 4.46
H -3.50 -3.71 3.96
H -3.61 -5.71 0.82
H -4.60 -4.90 2.05
H -3.81 -6.44 2.42
C 5.62 -1.35 0.90
N 5.70 -0.22 -0.03
C 6.81 0.52 -0.28
C 6.46 1.50 -1.19
N 5.16 1.33 -1.46
C 4.66 0.27 -0.76
S 3.09 -0.27 -0.78
H 6.61 -1.56 1.28
H 5.24 -2.23 0.37
H 4.95 -1.10 1.72
H 7.76 0.31 0.18
H 7.05 2.29 -1.62
H 4.58 1.93 -2.05
```

Calculated values
Strongest force on any atom: 0.6 eV/A
Net charge: +2
Orbital gap (alpha / beta): 4.11 / 5.45 eV
Relative energy (zero: lowest compared OMol25 entry of this formula, charge and spin): 50.3 kcal/mol
E: -6229.43088 Ha
Spin multiplicity: 1

Löwdin atomic charge list, values in e, 6 entries: 0.779 0.174 -0.123 -0.127 0.162 -0.208

***

(2)
Computed, not measured: C34H43BrIN7O2SSeTa as an isolated structure, with the ωB97M-V functional and the def2-TZVPD basis.

```
91
C34H43BrIN7O2SSeTa, DFT the ωB97M-V functional and the def2-TZVPD basis
Ta -0.30 0.63 -0.90
C -2.63 -0.58 6.28
C -1.42 -1.44 5.91
C -1.84 -2.92 5.82
C -0.36 -1.30 7.00
C -0.88 -1.02 4.54
C -1.75 -0.99 3.45
C -1.25 -0.61 2.23
Br -2.38 -0.55 0.70
C 0.09 -0.27 2.02
O 0.43 0.08 0.74
C 0.99 -0.32 3.08
C 0.45 -0.69 4.32
C 2.48 0.05 3.04
C 3.29 -0.95 3.88
C 3.09 0.02 1.63
C 2.64 1.46 3.61
H -2.99 -0.87 7.26
H -3.46 -0.70 5.58
H -2.36 0.48 6.32
H -2.24 -3.25 6.78
H -1.00 -3.56 5.56
H -2.63 -3.07 5.07
H -0.80 -1.58 7.96
H -0.01 -0.27 7.09
H 0.49 -1.96 6.84
H -2.79 -1.25 3.56
H 1.11 -0.70 5.17
H 3.13 -1.97 3.55
H 3.05 -0.90 4.94
H 4.35 -0.72 3.79
H 2.89 -0.94 1.14
H 4.17 0.15 1.72
H 2.70 0.82 1.00
H 2.27 1.52 4.63
H 2.09 2.19 3.01
H 3.69 1.75 3.62
S -1.48 2.02 -2.56
C -1.82 0.72 -3.67
N -2.37 0.87 -4.93
N -2.55 2.02 -5.36
C -3.12 2.31 -6.61
C -3.17 3.66 -6.98
C -3.72 3.99 -8.20
C -4.21 2.99 -9.03
C -4.15 1.65 -8.64
C -3.61 1.29 -7.43
N -1.66 -0.53 -3.34
N -1.16 -0.78 -2.14
C -1.19 -2.19 -1.83
C -0.38 -2.70 -0.81
C -0.47 -4.03 -0.46
C -1.35 -4.87 -1.13
C -2.15 -4.37 -2.14
C -2.08 -3.03 -2.49
H -2.27 2.84 -4.80
H -2.78 4.43 -6.32
H -3.78 5.02 -8.51
H -4.65 3.25 -9.98
H -4.54 0.88 -9.30
H -3.55 0.26 -7.11
H 0.32 -2.06 -0.29
H 0.15 -4.42 0.34
H -1.41 -5.92 -0.86
H -2.84 -5.02 -2.66
H -2.72 -2.64 -3.27
N -2.43 3.90 1.02
C -1.33 3.38 0.52
O -1.24 2.15 0.31
C -0.17 4.31 0.25
I 1.42 3.19 -0.59
H -3.22 3.29 1.23
H -2.51 4.87 1.25
H 0.19 4.75 1.18
H -0.44 5.10 -0.45
C 4.30 2.00 -2.37
N 4.38 0.65 -1.83
C 5.55 0.07 -1.42
C 5.27 -1.21 -1.08
N 3.92 -1.40 -1.29
C 3.23 -2.67 -1.11
C 3.38 -0.25 -1.74
Se 1.61 -0.18 -2.44
H 5.19 2.19 -2.97
H 4.26 2.73 -1.56
H 3.42 2.08 -3.01
H 6.49 0.60 -1.42
H 5.90 -2.01 -0.72
H 3.98 -3.43 -0.91
H 2.69 -2.93 -2.02
H 2.54 -2.61 -0.28
```

Calculated values
Strongest force on any atom: 0.6 eV/A
Net charge: +3
Orbital gap: 5.95 eV
Relative energy (zero: lowest compared OMol25 entry of this formula, charge and spin): 2.0 kcal/mol
E: -7582.72235 Ha
Spin multiplicity: 1

Löwdin atomic charge list, values in e, 6 entries: 1.151 -0.035 -0.553 -0.028 -0.051 -0.130